No. 1
Entry from the Open Molecules 2025 dataset: a 12-piece molecular cluster, C61H68BrN11O2 overall (ωB97M-V/def2-TZVPD).

Last column: Mulliken charge in e.
CARTESIAN COORDINATES (ANGSTROEM)
O 7.426 -1.742 0.774  -0.743
C 7.264 -0.473 1.166  0.092
C 8.539 0.543 1.538  0.175
C 9.878 0.558 0.591  -0.363
C 11.090 1.587 1.012  -0.387
C 10.902 2.495 2.377  -0.310
C 9.545 2.479 3.338  -0.527
C 8.318 1.485 2.893  0.349
C 6.859 1.366 3.701  0.138
O 6.746 1.365 5.034  -0.570
C 5.536 1.192 2.692  0.617
C 4.095 1.940 2.920  -1.054
C 2.875 1.666 1.813  0.781
C 1.405 2.365 2.032  -0.627
C 0.134 1.475 1.499  -0.533
C 0.166 -0.108 1.931  -0.153
Br -1.342 -0.661 3.145  -0.301
C 3.139 0.688 0.486  -0.290
C 4.589 -0.062 0.262  -0.758
C 5.758 0.223 1.376  0.739
H 9.881 -0.142 -0.365  0.307
H 12.050 1.633 0.317  0.300
H 11.810 3.212 2.648  0.275
H 9.462 3.166 4.302  0.320
H 3.958 2.655 3.855  0.245
H 1.412 3.410 1.475  0.307
H 1.279 2.589 3.187  0.246
H -0.846 1.943 1.961  0.343
H 0.048 1.551 0.322  0.207
H 1.177 -0.475 2.392  0.362
H 0.015 -0.733 0.926  0.128
H 2.243 0.539 -0.260  0.104
H 4.738 -0.752 -0.675  0.339
N -1.423 -3.101 -0.627  0.316
C -0.998 -4.276 -1.189  -0.297
C -0.897 -5.215 -0.187  -0.760
C -1.279 -4.584 1.021  -0.598
C -1.602 -3.280 0.720  -0.431
H -1.580 -2.236 -1.128  0.156
H -0.804 -4.344 -2.251  0.399
H -0.583 -6.243 -0.312  0.410
H -1.316 -5.034 2.005  0.497
H -1.941 -2.467 1.347  0.312
N 4.343 -3.224 6.724  0.029
C 5.034 -3.677 5.630  -0.622
C 5.781 -2.631 5.136  -0.492
C 5.537 -1.509 5.965  -0.038
C 4.647 -1.905 6.939  -0.894
H 3.709 -3.777 7.285  0.192
H 4.935 -4.701 5.297  0.444
H 6.433 -2.671 4.273  0.651
H 5.964 -0.520 5.862  0.403
H 4.205 -1.362 7.763  0.390
N 5.843 2.940 -1.053  0.419
C 6.534 2.488 -2.147  -0.681
C 7.281 3.534 -2.641  -0.595
C 7.037 4.655 -1.813  -0.671
C 6.147 4.259 -0.839  -0.476
H 5.209 2.387 -0.492  0.078
H 6.435 1.463 -2.480  0.641
H 7.933 3.493 -3.504  0.492
H 7.464 5.644 -1.915  0.408
H 5.705 4.802 -0.014  0.424
N -1.978 0.036 -2.948  0.065
C -2.844 -0.951 -3.343  -0.659
C -4.019 -0.352 -3.740  -0.638
C -3.854 1.045 -3.585  -0.363
C -2.583 1.256 -3.098  -0.518
H -1.039 -0.114 -2.602  0.196
H -2.552 -1.992 -3.306  0.450
H -4.900 -0.866 -4.103  0.556
H -4.582 1.814 -3.806  0.388
H -2.060 2.169 -2.844  0.507
N -7.337 -2.496 -3.178  0.097
C -8.203 -3.482 -3.573  -0.890
C -9.378 -2.883 -3.970  0.044
C -9.212 -1.486 -3.815  -0.375
C -7.942 -1.275 -3.327  -0.552
H -6.398 -2.645 -2.832  0.208
H -7.910 -4.523 -3.536  0.366
H -10.258 -3.397 -4.333  0.280
H -9.941 -0.717 -4.036  0.412
H -7.418 -0.363 -3.073  0.421
N -4.488 -1.962 2.499  0.127
C -5.347 -1.823 3.558  -0.457
C -6.255 -2.857 3.507  -0.451
C -5.928 -3.651 2.382  -0.630
C -4.832 -3.077 1.779  -0.289
H -3.720 -1.340 2.283  0.114
H -5.240 -1.002 4.253  0.393
H -7.065 -3.023 4.207  0.384
H -6.438 -4.546 2.048  0.403
H -4.268 -3.365 0.902  0.401
N 5.412 -3.846 1.131  0.352
C 4.553 -3.707 2.190  -0.367
C 3.645 -4.741 2.140  -0.781
C 3.972 -5.535 1.014  -0.596
C 5.068 -4.961 0.412  -0.562
H 6.180 -3.224 0.915  0.212
H 4.660 -2.886 2.885  0.568
H 2.835 -4.907 2.839  0.467
H 3.462 -6.430 0.680  0.404
H 5.632 -5.249 -0.466  0.419
N -1.295 4.754 4.501  0.012
C -2.161 3.768 4.106  -0.564
C -3.336 4.367 3.709  -0.502
C -3.171 5.764 3.864  -0.431
C -1.900 5.975 4.352  -0.534
H -0.356 4.605 4.847  0.229
H -1.869 2.727 4.143  0.594
H -4.217 3.853 3.346  0.417
H -3.899 6.533 3.643  0.405
H -1.377 6.887 4.606  0.405
N -3.827 5.230 -2.383  0.056
C -3.510 6.564 -2.379  -0.488
C -2.832 6.836 -1.211  -0.624
C -2.732 5.623 -0.489  -0.174
C -3.352 4.648 -1.237  -0.673
H -4.332 4.751 -3.117  0.210
H -3.794 7.203 -3.204  0.362
H -2.450 7.804 -0.913  0.381
H -2.258 5.477 0.473  0.467
H -3.497 3.592 -1.051  0.480
N 5.438 1.162 -6.314  -0.009
C 5.389 1.905 -5.162  -0.460
C 4.149 1.726 -4.593  -0.220
C 3.425 0.840 -5.426  -0.575
C 4.246 0.505 -6.480  -0.509
H 6.229 1.107 -6.941  0.194
H 6.239 2.496 -4.849  0.318
H 3.802 2.183 -3.675  0.481
H 2.415 0.483 -5.274  0.413
H 4.085 -0.141 -7.332  0.374
N -13.162 -3.241 -5.280  0.013
C -13.211 -2.498 -4.129  -0.225
C -14.451 -2.677 -3.559  -0.510
C -15.175 -3.563 -4.393  -0.385
C -14.354 -3.898 -5.447  -0.491
H -12.371 -3.296 -5.908  0.236
H -12.361 -1.907 -3.816  0.227
H -14.798 -2.220 -2.642  0.387
H -16.185 -3.920 -4.241  0.380
H -14.515 -4.544 -6.299  0.367

Cartesian forces, eV/Å:
-0.8 7.7 2.0
0.5 -3.3 -0.7
1.3 1.2 0.5
-0.8 2.5 3.6
-3.9 -0.6 2.3
-2.1 -1.9 -1.2
0.1 -2.6 -3.5
2.9 0.2 -1.8
-0.4 -0.2 4.0
0.8 0.4 -8.4
-2.1 -0.4 -2.3
0.9 -2.7 -3.1
3.0 -1.5 -0.5
0.6 0.0 0.1
-0.4 0.2 0.4
1.0 -0.3 -2.1
1.2 0.7 -0.5
2.9 0.7 3.0
-1.2 2.8 3.6
-2.0 0.8 0.0
0.1 1.7 2.3
-2.3 0.0 1.9
-2.3 -1.7 -0.5
0.2 -1.7 -2.4
0.2 -1.8 -2.3
-0.1 -2.2 1.1
0.3 -0.5 -2.4
2.0 -0.8 -1.1
0.2 -0.2 2.5
-2.1 0.9 -0.6
0.2 1.1 2.4
2.1 0.3 1.6
-0.1 1.5 2.2
0.0 0.1 -0.1
0.1 -0.2 -0.1
0.0 0.1 -0.4
-0.1 0.4 0.2
0.1 0.0 0.1
-0.1 -0.4 0.2
0.0 0.0 0.2
0.0 0.2 0.0
0.0 0.1 -0.2
0.1 -0.3 -0.2
0.0 0.0 0.0
0.0 -0.1 0.0
-0.1 -0.3 0.1
-0.2 0.2 0.4
0.0 0.1 0.0
0.3 0.2 -0.2
0.0 0.2 0.0
-0.1 0.0 0.2
-0.1 -0.2 0.1
0.1 -0.1 -0.2
0.1 0.1 -0.1
0.0 0.0 0.1
0.0 -0.4 0.0
-0.2 0.2 0.3
0.0 0.0 0.0
0.2 0.1 -0.1
0.0 0.2 0.0
-0.1 0.0 0.1
-0.1 -0.2 0.0
0.1 -0.1 -0.2
0.0 0.0 0.0
-0.1 -0.1 0.0
0.1 -0.4 0.1
0.3 0.3 0.1
-0.1 0.1 0.0
-0.3 0.1 -0.2
-0.1 0.1 -0.1
0.1 0.1 0.0
0.1 -0.1 0.0
-0.1 -0.1 -0.1
0.0 0.0 -0.1
0.0 -0.1 0.0
0.2 -0.4 0.0
0.2 0.3 0.1
0.0 0.1 0.0
-0.4 0.1 -0.1
-0.1 0.2 0.0
0.2 0.0 0.1
0.1 -0.1 0.0
-0.1 -0.1 0.0
-0.1 -0.1 0.0
-0.1 0.0 0.1
0.1 0.3 0.3
0.2 -0.1 -0.3
-0.1 0.0 -0.1
-0.3 -0.2 0.1
-0.1 -0.1 -0.1
0.1 0.0 -0.1
0.1 0.2 0.0
-0.1 0.0 0.2
-0.2 -0.3 0.0
0.0 0.1 -0.2
0.0 0.2 0.2
0.2 -0.2 -0.3
-0.1 0.0 0.0
-0.2 0.0 0.1
-0.1 -0.2 -0.2
0.1 0.0 -0.1
0.1 0.1 0.0
-0.1 0.0 0.1
0.1 0.0 -0.1
-0.1 -0.1 0.0
0.2 -0.4 0.0
0.2 0.3 0.1
-0.1 0.1 0.0
-0.4 0.1 -0.1
-0.1 0.1 0.0
0.2 0.1 0.1
0.1 -0.1 0.0
-0.1 -0.1 0.0
0.0 0.0 -0.1
0.0 0.1 0.0
-0.1 0.2 -0.4
0.0 -0.4 0.0
0.0 -0.1 0.1
0.2 0.2 0.3
0.1 -0.1 0.2
-0.1 -0.2 -0.1
-0.1 0.0 -0.1
0.0 0.2 0.0
-0.1 0.0 0.0
0.1 0.1 0.0
0.3 0.2 0.1
0.0 -0.2 -0.3
-0.1 -0.1 -0.1
-0.3 0.0 0.3
-0.3 -0.1 -0.1
0.1 0.0 -0.1
0.2 0.0 -0.1
0.0 0.1 0.2
0.0 0.0 0.0
0.0 0.1 0.1
0.4 0.2 0.1
0.0 -0.2 -0.3
-0.1 0.0 0.0
-0.3 0.0 0.2
-0.2 -0.1 0.0
0.1 -0.1 -0.2
0.2 0.0 0.0
0.0 0.1 0.2

The SMILES is O=C1c2ccccc2C(=O)c2cc(CCCBr)ccc21.c1cc[nH]c1.c1cc[nH]c1.c1cc[nH]c1.c1cc[nH]c1.c1cc[nH]c1.c1cc[nH]c1.c1cc[nH]c1.c1cc[nH]c1.c1cc[nH]c1.c1cc[nH]c1.c1cc[nH]c1. As for the net charge: 0.

***

No. 2
Entry from the Open Molecules 2025 dataset: C61H73BF4Ge2N10PRb as an isolated structure (ωB97M-V/def2-TZVPD).

Last column: Mulliken charge in e.
CARTESIAN COORDINATES (ANGSTROEM)
Rb 0.530 -0.596 0.249  1.109
C 5.446 0.420 1.648  -1.556
C 4.548 0.541 2.880  0.117
C 4.244 2.003 3.185  -1.341
P 2.997 -0.440 2.561  1.479
C 2.015 -0.157 4.126  0.847
C 2.702 -0.289 5.483  -2.059
C 0.787 -1.067 4.075  -1.703
C 3.665 -2.132 2.679  0.011
C 4.440 -2.562 3.754  -0.467
C 5.004 -3.826 3.837  0.395
C 5.817 -4.260 5.030  -1.739
C 4.778 -4.686 2.757  -1.089
C 4.045 -4.303 1.660  -0.519
C 3.445 -3.007 1.563  -0.376
N 2.754 -2.597 0.497  1.607
C 2.710 -3.392 -0.645  -1.108
C 1.648 -4.279 -0.887  0.745
C 0.606 -4.486 0.176  -1.088
C 1.577 -4.952 -2.104  -0.641
C 2.525 -4.778 -3.103  0.567
C 2.419 -5.497 -4.424  -1.762
C 3.594 -3.925 -2.840  -0.893
C 3.709 -3.255 -1.630  0.955
C 4.897 -2.382 -1.333  -1.596
H 6.431 0.855 1.838  0.493
H 5.006 0.949 0.798  0.134
H 5.583 -0.625 1.363  0.298
H 5.071 0.092 3.730  0.667
H 3.669 2.449 2.373  -0.157
H 5.169 2.577 3.290  0.541
H 3.669 2.121 4.105  0.296
H 1.674 0.880 4.015  0.362
H 2.863 -1.339 5.730  0.381
H 2.059 0.134 6.261  0.452
H 3.663 0.228 5.529  0.407
H 1.072 -2.117 4.141  0.419
H 0.234 -0.951 3.141  -0.228
H 0.093 -0.855 4.892  0.691
H 4.644 -1.873 4.567  -0.013
H 5.908 -3.445 5.751  0.328
H 6.829 -4.565 4.747  0.330
H 5.358 -5.106 5.549  0.327
H 5.205 -5.686 2.782  0.342
H 3.902 -4.992 0.836  0.486
H 1.059 -4.730 1.138  0.424
H -0.087 -5.282 -0.100  0.429
H 0.020 -3.583 0.354  -0.092
H 0.745 -5.631 -2.276  0.373
H 1.441 -5.967 -4.535  0.347
H 3.177 -6.280 -4.514  0.324
H 2.560 -4.808 -5.260  0.387
H 4.355 -3.776 -3.602  0.406
H 5.509 -2.231 -2.224  0.482
H 5.521 -2.835 -0.557  0.446
H 4.576 -1.416 -0.937  0.062
C -1.611 -3.792 -3.725  -1.405
C -1.497 -3.099 -2.366  0.483
Ge -2.377 -1.344 -2.446  -0.362
C -1.371 -0.240 -3.743  0.414
C -2.212 0.111 -4.972  -1.567
C -4.261 -1.625 -2.970  0.171
C -5.036 -1.153 -1.977  -0.788
Ge -3.766 -0.276 -0.711  -0.147
C -4.082 -0.562 1.199  0.811
C -4.848 -1.849 1.504  -1.588
C -3.747 1.660 -1.100  0.128
C -5.037 2.401 -0.743  -1.370
C -6.509 -1.285 -1.883  0.457
C -7.224 -0.540 -0.944  0.311
C -8.601 -0.656 -0.828  -1.170
C -9.297 -1.532 -1.647  -0.359
C -8.600 -2.289 -2.581  -0.752
C -7.225 -2.168 -2.694  -0.516
H -1.061 -4.736 -3.727  0.398
H -1.194 -3.175 -4.525  0.265
H -2.652 -4.006 -3.974  0.351
H -0.444 -2.969 -2.106  -0.538
H -1.952 -3.695 -1.575  0.487
H -0.482 -0.803 -4.039  0.529
H -1.017 0.669 -3.253  -0.125
H -2.493 -0.783 -5.533  0.371
H -1.665 0.770 -5.652  0.340
H -3.143 0.610 -4.690  0.338
H -4.667 -2.104 -3.863  0.215
H -4.615 0.322 1.563  0.510
H -3.112 -0.584 1.695  -0.643
H -5.895 -1.774 1.200  0.437
H -4.805 -2.075 2.569  0.410
H -4.406 -2.704 0.994  0.290
H -3.541 1.763 -2.165  0.090
H -2.895 2.094 -0.571  0.013
H -5.881 2.030 -1.327  0.360
H -4.948 3.474 -0.936  0.376
H -5.286 2.283 0.315  0.294
H -6.682 0.134 -0.292  0.653
H -9.129 -0.068 -0.087  0.366
H -10.370 -1.639 -1.549  0.373
H -9.133 -2.986 -3.217  0.379
H -6.692 -2.773 -3.416  0.308
N -1.561 5.048 -3.945  0.068
C -1.636 3.719 -3.863  -0.451
N -0.737 3.258 -3.028  0.333
C -0.083 4.395 -2.607  -0.520
N -0.557 5.512 -3.156  -0.913
C 1.038 4.372 -1.700  0.498
C 1.416 5.485 -0.982  -0.788
N 2.172 5.490 0.117  -0.959
C 2.396 4.215 0.603  -0.399
C 2.142 3.071 -0.054  -0.296
N 1.743 3.145 -1.421  0.551
H -2.099 5.685 -4.503  0.176
H -2.343 3.134 -4.428  0.481
H 0.989 6.439 -1.287  0.521
H 2.735 4.164 1.632  0.452
H 2.240 2.099 0.412  0.354
N -1.485 10.459 3.748  -0.582
C -1.430 9.328 3.546  0.067
C -1.378 7.911 3.304  0.467
C -2.312 7.075 3.913  -0.784
C -2.275 5.713 3.682  -0.603
C -1.298 5.176 2.848  0.445
C -0.353 6.005 2.250  -0.090
C -0.401 7.367 2.473  -0.850
N -1.261 3.788 2.615  0.355
C -1.640 2.785 3.493  -1.081
C -1.434 1.616 2.833  -0.612
N -0.958 1.871 1.563  0.749
C -0.864 3.167 1.464  -0.816
H -3.070 7.500 4.556  0.438
H -3.019 5.069 4.131  0.464
H 0.449 5.593 1.647  0.486
H 0.339 8.009 2.015  0.493
H -1.957 2.990 4.499  0.500
H -1.599 0.612 3.190  0.449
H -0.513 3.707 0.596  0.457
F -1.535 -2.488 1.718  0.391
B -1.762 -3.207 2.936  0.185
F -2.693 -4.223 2.694  -0.381
F -2.277 -2.285 3.874  -0.411
F -0.559 -3.746 3.385  -0.388
N 3.979 -0.941 -6.337  -0.734
C 3.603 -0.255 -5.490  0.035
C 3.151 0.611 -4.445  -0.025
C 3.374 0.302 -3.101  -0.505
C 2.953 1.143 -2.092  0.454
C 2.245 2.339 -2.389  1.127
C 2.087 2.667 -3.759  -0.754
C 2.525 1.825 -4.749  -1.216
H 3.892 -0.612 -2.848  0.400
H 3.190 0.874 -1.070  0.182
H 1.627 3.604 -4.030  0.501
H 2.388 2.101 -5.788  0.440

Cartesian forces, eV/Å:
-0.1 -0.2 0.0
0.0 0.0 0.0
0.0 0.0 0.0
0.0 0.0 0.0
0.3 0.1 0.3
-0.1 0.0 0.0
0.0 0.0 0.0
0.1 0.1 0.0
-0.1 0.0 -0.1
0.0 0.0 0.0
0.0 0.0 0.1
0.0 0.0 -0.1
0.0 0.0 0.0
0.0 0.0 0.0
0.1 0.1 -0.1
-0.3 0.2 0.0
0.1 0.0 0.0
0.0 0.0 0.0
0.1 0.0 0.0
0.0 0.0 0.0
0.0 0.0 0.0
0.0 0.0 0.0
0.0 0.0 0.0
0.0 0.0 0.0
0.0 0.0 0.0
0.0 0.0 0.0
0.0 0.0 0.0
0.0 0.0 0.0
0.0 0.0 0.0
0.0 0.0 0.0
0.0 0.0 0.0
0.0 0.0 0.0
0.0 0.0 0.0
0.0 0.0 0.0
0.0 0.0 0.0
0.0 0.0 0.0
0.0 0.0 0.0
-0.1 0.0 0.1
0.0 0.0 0.0
0.0 0.0 0.0
0.0 0.0 0.0
0.0 0.0 0.0
0.0 0.0 0.0
0.0 0.0 0.0
0.0 0.0 0.0
0.0 0.0 0.0
0.0 0.0 0.0
0.0 -0.1 0.0
0.0 0.0 0.0
0.0 0.0 0.0
0.0 0.0 0.0
0.0 0.0 0.0
0.0 0.0 0.0
0.0 0.0 0.0
0.0 0.0 0.0
0.0 0.0 0.0
0.0 0.0 0.1
0.0 0.1 0.1
-0.2 -0.2 0.0
-0.1 0.0 0.1
0.1 0.0 0.0
0.0 0.1 -0.1
0.0 -0.1 0.2
0.1 0.2 -0.3
0.1 -0.1 -0.1
0.0 0.0 0.0
-0.1 0.0 0.1
0.1 0.0 0.0
0.0 0.0 0.0
0.0 0.0 0.0
0.0 0.0 0.0
0.0 0.0 0.0
0.0 0.0 0.0
0.0 0.0 0.0
0.0 0.0 0.0
0.0 0.0 0.0
0.0 0.0 0.0
0.0 0.0 0.0
0.0 0.0 0.0
0.0 0.0 0.0
0.0 0.1 0.0
0.0 0.0 0.0
0.0 0.0 0.0
0.0 0.0 0.0
0.0 0.0 0.0
0.0 0.0 0.0
0.0 0.0 0.0
0.0 0.0 0.0
0.0 0.0 0.0
0.0 0.0 0.0
0.1 0.0 -0.1
0.0 0.0 0.0
0.0 0.0 0.0
0.0 0.0 0.0
0.0 0.0 0.0
0.0 0.0 0.0
0.0 0.0 0.0
0.0 0.0 0.0
0.0 0.0 0.0
0.0 0.0 0.0
0.0 0.1 0.0
-0.1 -0.1 0.1
0.0 0.0 0.0
0.0 0.0 0.0
0.0 0.0 0.0
0.1 0.1 0.1
-0.1 0.0 -0.1
0.1 -0.1 0.1
0.1 0.1 -0.1
0.1 -0.1 0.0
-0.2 -0.1 0.0
0.0 0.0 0.0
-0.1 -0.1 0.0
0.0 0.0 0.0
0.0 0.0 0.0
-0.1 0.0 0.0
0.0 0.0 0.0
0.0 0.0 0.0
0.0 0.0 0.0
0.0 0.0 0.0
-0.1 0.0 0.0
0.0 0.1 0.0
0.1 -0.1 0.1
0.0 0.1 0.0
0.0 0.0 0.0
0.1 0.0 0.0
-0.1 0.0 -0.1
0.0 -0.3 -0.1
0.1 0.0 0.0
0.0 0.0 0.0
0.0 0.0 0.0
0.0 0.1 -0.1
0.0 0.0 0.0
0.0 0.0 0.0
0.0 0.0 0.0
0.0 0.0 0.0
0.1 0.2 -0.2
-0.1 0.0 0.0
-0.1 0.0 0.0
0.0 0.0 0.0
0.0 0.0 0.0
0.0 0.0 0.0
0.0 0.0 0.1
0.0 0.0 0.0
0.0 -0.1 0.0
-0.2 0.1 0.1
0.2 0.0 -0.1
0.0 0.0 0.0
0.0 -0.1 -0.1
0.0 0.0 0.0
0.0 0.0 0.0
0.0 0.0 0.0
0.0 0.0 0.0

The energy relative to the best compared isomer or geometry (same formula, charge and spin) is 4.04 kcal per mole. As for the net charge: -2.

***

HOMO
In order: -7.72; -1.98
Unit: eV
E
In order: -154867.058; -213874.572
Unit: eV